# CHClO2PS

A cluster of 2 separate species, CHClO2PS in total at a distorted geometry (ωB97M-V/def2-TZVPD, OMol25).

Geometry as XYZ:
```
7
Properties=species:S:1:pos:R:3
C -0.197 0.110 0.240
O 2.208 -0.057 -1.172
O 2.100 1.425 0.885
P 1.486 0.449 -0.016
S -1.249 -0.429 -0.922
Cl -3.748 -2.015 -0.234
H -0.599 0.516 1.220
```

Computed properties:
Frontier orbital gap (alpha / beta), hartree: 0.2064 / 0.2271
Energy relative to the best compared isomer or geometry (same formula, charge and spin), eV: 1.9775
Total charge: -1

=====

# C4H22ClO11

A cluster of 8 separate species, C4H22ClO11 in total at a distorted geometry (ωB97M-V/def2-TZVPD, OMol25).

Geometry as XYZ:
```
38
Properties=species:S:1:pos:R:3
Cl -0.359 0.915 0.236
O 0.470 -0.196 0.614
O -1.685 0.720 0.599
O 0.124 2.129 0.783
O -0.281 1.047 -1.193
O -4.492 2.163 0.214
H -4.644 1.636 -0.571
H -3.689 1.804 0.592
O 2.680 3.219 -1.181
H 3.360 3.569 -0.606
H 1.949 3.021 -0.596
O 2.638 -0.069 -1.851
H 1.775 -0.441 -2.032
H 2.476 0.605 -1.192
C 3.446 0.940 1.581
O 2.569 0.210 2.473
H 3.432 1.989 1.877
H 4.467 0.590 1.729
H 3.204 0.709 0.543
H 1.658 0.194 2.172
C -1.293 -3.458 0.059
O -1.535 -2.201 -0.528
H -1.860 -4.227 -0.466
H -0.223 -3.659 0.114
H -1.576 -3.394 1.110
H -0.749 -1.652 -0.483
C -1.695 -0.803 3.953
O -0.983 -1.731 3.179
H -1.093 -0.198 4.631
H -2.322 -0.040 3.490
H -2.290 -1.405 4.640
H -0.624 -1.256 2.426
C -0.246 0.098 -4.538
O -0.814 -1.203 -4.280
H 0.701 0.087 -5.078
H -0.993 0.717 -5.036
H 0.084 0.660 -3.663
H -1.588 -1.088 -3.723
```

Computed properties:
Frontier orbital gap (alpha / beta), hartree: 0.3891 / 0.1206
<S²>: 0.757
2S+1: 2

=====

# C6H10O

The molecule C6H10O (ωB97M-V/def2-TZVPD, OMol25).

Geometry as XYZ:
```
17
Properties=species:S:1:pos:R:3
O 2.377 -0.749 0.116
C 1.208 -0.189 0.430
C 0.019 -1.117 0.350
C -1.336 -0.516 -0.034
C -1.275 0.226 -1.367
C 0.084 1.850 1.085
C 1.266 1.132 0.838
H 2.251 -1.661 -0.184
H -0.396 0.876 -1.399
H -0.050 -1.598 1.337
H 0.267 -1.920 -0.364
H -1.636 0.177 0.751
H -2.064 -1.335 -0.085
H -1.229 -0.462 -2.219
H -2.146 0.875 -1.489
H 0.374 2.888 1.344
H 2.287 1.523 0.891
```

Computed properties:
Frontier orbital gap, hartree: 0.2770
Energy relative to the best compared isomer or geometry (same formula, charge and spin), eV: 3.3797

=====

# C7H20Cl3O4P2

A cluster of 2 separate species, C7H20Cl3O4P2 in total (ωB97M-V/def2-TZVPD, OMol25).

Geometry as XYZ:
```
36
Properties=species:S:1:pos:R:3
C -1.225 1.721 -3.069
C -1.119 1.334 -1.612
O -0.745 -0.045 -1.537
P -0.684 -0.696 -0.062
O -1.904 -0.480 0.727
C 0.898 -0.165 0.592
C 1.365 -0.839 1.882
P 0.614 -0.126 3.514
O 1.649 -1.233 4.431
O -0.458 -2.215 -0.524
C -0.827 -3.261 0.394
C -1.881 -4.134 -0.249
H -1.855 1.002 -3.596
H -1.670 2.711 -3.163
H -0.244 1.716 -3.545
H -2.062 1.483 -1.082
H -0.357 1.941 -1.110
H 1.593 -0.352 -0.235
H 0.854 0.922 0.743
H 2.443 -0.682 1.978
H 1.210 -1.924 1.843
H -0.457 -1.160 3.479
H 0.064 0.423 4.745
H 1.723 0.842 3.559
H -0.217 0.799 2.752
H 1.126 -2.031 4.535
H 0.081 -3.827 0.612
H -1.192 -2.823 1.325
H -2.762 -3.538 -0.486
H -1.502 -4.574 -1.174
H -2.167 -4.940 0.430
C 1.946 4.915 -3.151
Cl 3.232 5.048 -4.359
Cl 0.361 4.905 -3.925
Cl 2.167 3.489 -2.146
H 2.002 5.789 -2.516
```

Computed properties:
Frontier orbital gap, hartree: 0.2020
Energy relative to the best compared isomer or geometry (same formula, charge and spin), eV: 0.0000
Total charge: -1

=====

# C9H11N2P

The molecule C9H11N2P at a distorted geometry (ωB97M-V/def2-TZVPD, OMol25).

Geometry as XYZ:
```
23
Properties=species:S:1:pos:R:3
C 1.682 -1.282 -2.324
C 0.813 -0.950 -1.109
C 0.366 -1.847 -0.139
C -0.447 -1.497 0.914
C -0.798 -0.240 1.159
C -1.586 0.068 2.395
C -0.432 0.694 0.180
C 0.369 0.402 -0.932
N 0.570 1.382 -1.917
C 0.420 2.580 -1.753
P -0.203 3.419 -0.177
N -0.867 2.008 0.349
H 1.257 -1.156 -3.258
H 2.573 -0.676 -1.966
H 1.902 -2.417 -2.264
H 0.423 -2.881 -0.259
H -0.522 -2.262 1.664
H -2.674 -0.090 2.170
H -1.275 -0.528 3.328
H -1.539 1.104 2.803
H 0.631 3.236 -2.682
H 1.059 3.434 0.546
H -1.656 2.073 0.922
```

Computed properties:
Frontier orbital gap, hartree: 0.3212
Structure (SMILES): Cc1ccc(C)c2c1N=CPN2
Energy relative to the best compared isomer or geometry (same formula, charge and spin), eV: 0.5510

=====

# C22H48As4N2S4SbV

A structure of composition C22H48As4N2S4SbV (ωB97M-V/def2-TZVPD, OMol25).

Geometry as XYZ:
```
82
Properties=species:S:1:pos:R:3
V -1.045 0.080 0.848
C -1.355 -3.413 2.008
As -0.439 -1.772 2.518
C -1.259 -1.539 4.275
C 1.251 -2.659 2.962
C 2.489 -1.854 3.415
C 3.286 -2.750 4.370
C 3.327 -1.570 2.160
As 2.415 -0.457 0.806
C 3.149 -1.347 -0.766
C 3.601 1.097 0.814
C 2.038 -0.562 4.119
As 3.208 0.722 5.075
C 5.052 0.413 4.488
C 3.376 -0.230 6.780
H -1.092 -4.209 2.705
H -1.057 -3.679 0.995
H -2.428 -3.243 2.014
H -1.001 -2.377 4.924
H -2.340 -1.522 4.137
H -0.952 -0.605 4.741
H 1.500 -3.240 2.070
H 0.951 -3.374 3.732
H 3.475 -3.721 3.906
H 2.735 -2.920 5.298
H 4.251 -2.312 4.624
H 3.536 -2.526 1.672
H 4.289 -1.123 2.412
H 4.231 -1.453 -0.675
H 2.911 -0.767 -1.656
H 2.689 -2.330 -0.869
H 4.643 0.792 0.706
H 3.473 1.661 1.736
H 3.329 1.739 -0.026
H 1.322 -0.820 4.906
H 1.482 0.052 3.401
H 5.222 0.795 3.486
H 5.358 -0.630 4.540
H 5.671 0.988 5.179
H 2.384 -0.434 7.184
H 3.904 0.412 7.484
H 3.920 -1.167 6.676
S -2.720 -0.467 -3.430
As -1.957 -0.125 -1.557
S -0.005 -1.018 -0.939
S -3.060 -0.874 0.275
S -1.587 1.870 -0.742
N 0.963 2.557 1.874
C -0.216 2.537 2.538
C -0.529 3.577 3.438
C -1.723 3.561 4.096
C -2.620 2.510 3.869
C -2.254 1.528 2.996
N -1.060 1.511 2.345
H 1.454 3.436 1.862
H 1.087 2.024 1.019
H 0.179 4.383 3.571
H -1.977 4.363 4.776
H -3.582 2.466 4.357
H -2.921 0.701 2.785
C 4.817 2.200 -2.593
C 3.731 3.271 -2.488
Sb 1.857 2.440 -1.768
C 1.468 1.272 -3.519
C 1.472 2.059 -4.824
C 0.616 4.147 -2.239
C 1.292 5.334 -2.916
H 5.767 2.614 -2.939
H 4.533 1.412 -3.295
H 5.005 1.721 -1.629
H 3.575 3.756 -3.452
H 4.036 4.051 -1.787
H 0.505 0.783 -3.362
H 2.218 0.478 -3.536
H 0.750 2.877 -4.801
H 1.203 1.418 -5.667
H 2.453 2.487 -5.040
H 0.161 4.451 -1.294
H -0.201 3.760 -2.850
H 2.142 5.709 -2.344
H 0.590 6.163 -3.035
H 1.661 5.077 -3.910
```

Computed properties:
Frontier orbital gap (alpha / beta), hartree: 0.2671 / 0.2730
<S²>: 2.039
Energy relative to the best compared isomer or geometry (same formula, charge and spin), eV: 1.3334
2S+1: 3

=====

# C10H8N3

The ion C10H8N3 with charge +1 at a distorted geometry (ωB97M-V/def2-TZVPD, OMol25).

Geometry as XYZ:
```
21
Properties=species:S:1:pos:R:3
N -1.600 2.173 -0.212
C -0.452 2.223 -0.042
C 0.726 1.513 0.008
C 1.918 2.058 -0.361
C 3.035 1.176 -0.390
C 2.897 -0.143 -0.065
C 1.616 -0.614 0.228
C 0.477 0.140 0.374
C -0.827 -0.294 1.075
C -2.167 -0.525 0.498
N -3.413 -0.996 0.784
C -3.361 0.083 -0.059
N -3.889 1.009 -0.849
H 1.953 3.047 -0.839
H 4.030 1.567 -0.508
H 3.777 -0.751 -0.257
H 1.440 -1.552 0.557
H -0.461 -1.157 1.604
H -1.018 0.572 1.670
H -3.157 1.748 -1.055
H -4.928 1.170 -0.867
```

Computed properties:
Frontier orbital gap, hartree: 0.3239
Structure (SMILES): N#Cc1ccccc1Cc1nc1=[NH2+]
Energy relative to the best compared isomer or geometry (same formula, charge and spin), eV: 0.9849
Total charge: +1

=====

# C4H6N2

The molecule C4H6N2 at a distorted geometry (ωB97M-V/def2-TZVPD, OMol25).

Geometry as XYZ:
```
12
Properties=species:S:1:pos:R:3
C -0.504 1.149 -0.933
C -0.055 0.053 -0.016
N -0.916 -0.969 -0.071
C 1.179 0.072 0.598
C 1.498 -1.088 1.384
N 1.818 -2.048 1.904
H -1.235 1.861 -0.469
H 0.410 1.706 -1.391
H -1.058 0.695 -1.890
H -1.713 -0.703 -0.544
H -1.018 -1.725 0.604
H 1.594 0.996 0.823
```

Computed properties:
Frontier orbital gap, hartree: 0.3444
Structure (SMILES): C/C(N)=C/C#N
Energy relative to the best compared isomer or geometry (same formula, charge and spin), eV: 1.1762